ORCA calculation (ωB97M-V/def2-TZVPD) on C46H68BClN12O4RbS3 as an isolated structure in a non-equilibrium geometry.

```
136
Properties=species:S:1:pos:R:3:forces:R:3
Rb -0.838082 0.107713 -0.703452 1.873 0.953 1.954
C 2.414659 4.510523 3.544865 0.010 -0.024 -0.033
C 3.262743 3.953653 2.447449 -0.055 0.005 0.065
C 4.520078 4.404131 2.212155 0.017 -0.012 -0.007
C 5.294933 3.861837 1.154337 0.009 0.054 0.030
N 4.812471 2.922595 0.400951 0.014 0.027 -0.138
N 3.568116 2.477534 0.621755 -0.114 0.050 0.241
B 3.141427 1.405650 -0.382912 -0.067 -0.044 0.012
N 4.345756 0.628339 -0.992050 -0.132 -0.256 0.023
N 5.165364 0.923750 -1.977090 -0.035 0.099 -0.066
C 5.924546 -0.056948 -2.406944 0.041 0.047 0.026
C 5.856646 -1.344628 -1.817903 -0.007 -0.046 0.068
C 4.972107 -1.639960 -0.814801 0.068 -0.014 -0.010
C 4.811069 -2.992126 -0.208639 -0.032 -0.023 0.036
C 4.164526 -0.560804 -0.427110 0.111 0.256 -0.114
S 2.798894 -0.278540 0.613960 -0.058 -0.168 0.068
C 6.874319 0.229841 -3.557020 0.000 -0.040 -0.047
C 6.638857 1.629707 -4.122014 -0.041 -0.007 0.054
C 8.316562 0.121570 -3.042573 -0.042 0.008 0.015
C 6.631336 -0.809342 -4.663675 -0.019 0.025 0.054
N 2.231590 1.981327 -1.478380 -0.041 0.009 -0.143
N 2.229106 3.335422 -1.418438 0.031 0.006 0.115
C 1.622142 4.021463 -2.326381 -0.077 0.010 -0.017
C 0.907329 3.374985 -3.374904 -0.058 0.005 0.033
C 0.895442 2.024704 -3.464293 -0.041 0.011 -0.018
C 0.132998 1.302696 -4.525531 0.009 -0.018 -0.029
C 1.661367 1.264794 -2.495154 0.126 0.006 0.158
S 1.807545 -0.402194 -2.621792 0.095 -0.010 -0.119
C 1.730898 5.534923 -2.247614 0.047 0.039 -0.035
C 2.577160 5.999128 -3.444191 -0.045 -0.003 0.043
C 0.337190 6.170849 -2.321909 0.035 -0.045 0.012
C 2.413091 5.965201 -0.949217 -0.024 -0.031 -0.007
C 2.739044 2.922840 1.593602 0.246 0.035 -0.132
S 1.172387 2.304375 1.767462 -0.150 -0.068 -0.097
C 6.710420 4.339712 0.877662 0.047 -0.014 0.008
C 6.717898 5.869446 0.752213 -0.020 -0.039 -0.004
C 7.249247 3.727209 -0.415297 -0.069 0.009 0.030
C 7.598670 3.913530 2.056025 -0.028 0.018 -0.007
H 2.992099 5.186459 4.173067 -0.005 0.005 -0.005
H 2.004164 3.702591 4.151263 0.010 0.025 0.017
H 1.565565 5.052619 3.122859 -0.006 -0.022 0.013
H 4.937360 5.184848 2.835394 -0.004 -0.004 0.002
H 6.510484 -2.125085 -2.187386 -0.006 0.013 -0.019
H 5.644446 -3.642833 -0.465939 -0.006 0.004 0.002
H 3.890470 -3.451271 -0.573553 -0.042 -0.026 0.015
H 4.741404 -2.916625 0.877303 0.006 -0.027 0.010
H 6.786220 2.394868 -3.359983 0.002 0.001 -0.014
H 5.623184 1.731879 -4.506701 0.011 0.011 -0.005
H 7.339924 1.808604 -4.937903 0.002 -0.007 -0.002
H 8.520451 0.898216 -2.302764 0.011 -0.013 0.007
H 9.014858 0.247238 -3.871048 0.001 -0.002 0.004
H 8.509705 -0.850208 -2.583231 0.024 0.006 -0.019
H 5.573208 -0.854269 -4.928455 0.014 0.007 -0.029
H 6.953945 -1.808021 -4.364259 -0.012 -0.002 -0.021
H 7.194461 -0.532116 -5.555024 0.025 -0.021 0.007
H 0.355880 3.966568 -4.094397 0.032 -0.005 -0.025
H -0.340194 2.010302 -5.204481 0.002 0.012 0.018
H -0.635910 0.665215 -4.082106 0.015 -0.003 0.007
H 0.795122 0.643349 -5.086823 0.002 0.006 -0.005
H 2.094941 5.754479 -4.392470 0.017 0.005 -0.007
H 3.560231 5.524510 -3.427889 0.004 0.018 0.002
H 2.715037 7.080919 -3.403562 -0.007 -0.003 -0.024
H -0.157822 5.962189 -3.271079 -0.020 0.007 0.016
H 0.425453 7.254074 -2.227355 -0.012 -0.001 -0.010
H -0.300443 5.807917 -1.513005 -0.006 0.007 -0.002
H 3.415066 5.541088 -0.871254 -0.006 0.010 0.017
H 1.839804 5.637654 -0.078898 0.026 -0.009 0.000
H 2.489543 7.053702 -0.926482 0.000 -0.004 -0.003
H 6.036194 6.201063 -0.033792 0.014 0.006 -0.002
H 7.722462 6.209334 0.497224 -0.004 0.008 0.008
H 6.432077 6.358590 1.684715 -0.001 0.013 -0.018
H 6.630905 4.009860 -1.268853 0.006 -0.028 -0.003
H 7.262182 2.638593 -0.361462 0.008 -0.005 -0.021
H 8.265615 4.084471 -0.586403 0.008 0.003 0.007
H 7.274646 4.377767 2.990057 0.011 -0.016 -0.002
H 8.630694 4.215324 1.871083 -0.004 0.011 0.014
H 7.576327 2.829899 2.186722 0.017 0.005 -0.008
O -5.138474 -2.902592 -3.000400 -0.089 -0.258 -0.163
C -4.267406 -3.903741 -2.927186 0.026 0.088 -0.156
O -4.393975 -4.913502 -3.566824 -0.038 -0.065 0.065
C -3.124319 -3.696755 -1.997204 -0.045 0.005 -0.008
C -2.400831 -4.677612 -1.366140 0.072 0.005 0.034
Cl -2.497629 -6.359322 -1.567324 -0.041 -0.024 -0.096
N -1.500115 -4.075074 -0.547092 -0.080 0.000 0.040
N -1.589672 -2.718265 -0.655174 0.108 -0.004 -0.135
C -2.548705 -2.492710 -1.534490 -0.232 -0.142 0.038
C -3.008313 -1.092592 -1.931215 -0.407 -0.212 -0.367
O -4.184088 -0.838688 -1.590526 0.003 0.079 0.084
O -2.196309 -0.362867 -2.524622 -1.179 -0.537 -1.343
C -0.556127 -4.655151 0.341045 0.062 0.018 -0.011
C 0.671290 -4.027154 0.521580 -0.015 0.053 -0.034
C 1.601727 -4.586301 1.384408 -0.084 -0.044 -0.033
C 1.331559 -5.778837 2.041923 0.006 0.052 0.061
C 0.102285 -6.392444 1.862031 -0.007 -0.017 0.048
C -0.851417 -5.825939 1.030040 -0.059 -0.013 -0.012
H -4.901298 -2.151975 -2.408294 -0.049 0.152 0.140
H 0.890602 -3.118239 -0.024468 -0.007 0.008 0.027
H 2.550965 -4.095160 1.529204 0.132 0.066 0.001
H 2.070017 -6.221959 2.697591 0.007 0.004 -0.021
H -0.122688 -7.318748 2.375018 -0.010 0.009 -0.010
H -1.810361 -6.305573 0.899055 0.040 0.039 0.082
C -3.011700 -3.196753 2.947663 0.021 0.035 0.063
C -2.982610 -2.732133 4.401440 -0.030 -0.042 -0.112
N -1.713989 -2.082444 4.764572 -0.043 -0.004 -0.059
C -0.790874 -2.865913 5.595136 0.025 -0.100 -0.025
C -0.219302 -4.070300 4.869929 0.030 -0.003 0.021
C -1.433338 -0.866823 4.338238 0.152 -0.049 0.006
C -0.079779 -0.256847 4.551936 -0.059 0.079 0.053
N -2.311112 -0.144154 3.670597 -0.163 0.046 -0.025
H -3.972899 -3.660594 2.726977 0.002 0.012 -0.001
H -2.225434 -3.926976 2.762376 0.014 -0.012 -0.024
H -2.867645 -2.369448 2.251404 -0.009 -0.040 -0.032
H -3.106723 -3.577776 5.075011 0.012 0.005 0.015
H -3.810978 -2.051419 4.612191 0.005 0.010 0.078
H -1.352564 -3.184457 6.474939 0.007 0.043 0.030
H 0.008702 -2.219726 5.940558 -0.019 0.046 0.026
H -0.988292 -4.807980 4.641773 0.007 -0.001 -0.048
H 0.522277 -4.551222 5.508065 -0.010 -0.028 -0.025
H 0.265570 -3.775918 3.939464 0.014 -0.025 -0.047
H 0.080648 -0.010385 5.602105 -0.012 -0.040 0.005
H 0.017500 0.653372 3.963300 -0.005 -0.023 0.000
H 0.698272 -0.949994 4.234587 0.005 0.004 0.006
H -3.245085 -0.493420 3.524308 0.018 -0.021 -0.008
N -2.141019 2.620773 3.626695 0.029 0.136 -0.015
C -3.009726 2.988451 2.493784 0.012 -0.028 -0.012
C -2.321915 2.570870 1.196871 -0.254 -0.030 -0.041
N -3.146323 2.503498 0.003912 0.062 -0.005 0.113
H -2.509777 2.984890 4.498451 0.026 0.043 -0.015
H -1.217099 3.027325 3.496276 0.019 0.003 -0.012
H -2.168001 0.898767 3.596874 0.080 -0.081 0.017
H -3.234208 4.058316 2.476122 -0.060 0.003 -0.033
H -3.958455 2.453332 2.590986 -0.002 0.000 0.036
H -1.894642 1.575021 1.366095 0.076 0.117 0.078
H -1.494255 3.254053 1.005218 0.155 -0.084 -0.005
H -3.553218 3.402819 -0.219621 0.024 -0.022 -0.096
H -3.901795 1.832550 0.093720 0.009 -0.001 -0.090
```
Forces are in eV/Å.

Properties
- HOMO level: -10.0 eV
- Total charge: +1
- E_tot: -121236.709 eV
- E_LUMO: -2.36 eV
- 2S+1: 1

Results of the Mulliken charge analysis, in e, for atoms 1 through 4: 0.734 -1.716 -0.011 -0.346